# C9H5BrN2O2S

One molecule with the formula C9H5BrN2O2S (the ωB97M-V functional and the def2-TZVPD basis, the Open Molecules 2025 dataset).

Computed properties:
HOMO energy = -8.93 eV
energy relative to the best compared isomer or geometry (same formula, charge and spin) = 154.04 kJ/mol
Kohn-Sham gap = 6.0 eV
molecular weight = 285.12 g mol⁻¹
calculated total energy = -3577.9411 Eh

Last column: Mulliken charge in e.
Element x y z (Å)
C1 -0.4647 1.3591 -2.9882  0.052
C2 -0.2351 -0.6375 2.6824  -0.704
C3 1.1280 -0.1732 2.7746  -0.560
C4 -0.9197 -0.4803 1.5146  -0.503
C5 1.7744 0.1915 1.6546  -0.404
C6 -0.3142 0.0398 0.4604  0.418
C7 1.0300 0.3445 0.4412  0.743
C8 -1.1542 0.2300 -0.8132  -0.286
C9 -0.4060 0.2138 -2.0410  -0.252
N1 -0.3813 2.4247 -3.4593  -0.384
N2 0.0050 -1.0505 -2.5668  1.186
O1 -0.1465 -1.9827 -1.8460  -0.582
O2 0.3726 -1.0606 -3.7467  -0.604
S1 1.7513 0.9165 -1.0499  -0.045
Br1 -2.3056 1.8735 -0.5132  -0.073
H1 -0.5691 -1.2442 3.4637  0.420
H2 1.7392 -0.0755 3.6331  0.409
H3 -2.0253 -0.7176 1.4940  0.265
H4 2.8239 0.5039 1.5883  0.315
H5 -1.7027 -0.6752 -0.6827  0.589